Record 1
Below is a molecular structure, C42H40N8OPbS, with properties calculated with the ωB97M-V functional and the def2-TZVPD basis.

The molar mass is 912.1 g/mol. As for the energy above the lowest of the compared OMol25 structures with the same formula, charge and spin: 3.912 eV. Its total charge is +2. Its spin multiplicity is 1. The calculation puts the largest force on an atom at 5.41 eV Å⁻¹. The calculation puts the highest occupied orbital energy (alpha / beta) at -11.19 / -11.19 eV. Its total energy is -2728.1889 hartree.

Atoms and positions in Å:
Pb: 0.12226 0.41042 -0.63511
S: -2.09371 1.37485 1.38950
O: -0.01536 -1.22349 -4.14291
N: 0.25880 2.66914 -2.12725
N: -2.22902 1.06895 -2.63938
N: -4.14347 -0.47484 0.99776
N: -2.12815 -1.75354 0.89419
N: 2.23928 0.42626 -2.00707
N: 1.86677 -0.90589 0.79959
N: 0.80461 2.31394 0.68541
N: -4.75832 1.65084 0.88602
C: 2.38215 1.51612 -2.79807
C: -4.07754 -2.78298 1.80686
C: 0.23408 3.48516 0.28018
C: -4.91224 3.12185 1.11520
C: -0.52091 2.71461 -3.34812
C: -5.89183 0.87923 0.58445
C: -0.27816 3.64144 -1.11620
C: 3.73043 -0.85498 -3.37441
C: -4.32633 2.57878 -3.65090
C: 5.51551 -3.97102 1.58174
C: 1.68682 3.26219 2.67433
C: -3.37226 -3.92382 2.13022
C: -0.66428 -3.28884 -2.78681
C: 1.69660 2.84293 -2.45546
C: -2.01891 -3.98089 1.82294
C: -1.44403 -2.91237 1.19686
C: -3.50735 0.65772 -2.52217
C: -5.54112 -0.39529 0.73727
C: -0.22603 -1.94529 -3.22859
C: 2.99489 -2.20949 4.09016
C: -2.98246 2.99150 -3.83767
C: 1.12086 -2.19916 5.62686
C: -3.38091 -1.67309 1.26703
C: 3.84030 -2.30299 1.15153
C: 2.87973 -0.72150 -2.31072
C: 5.84692 -2.32218 -0.17585
C: 2.16942 -1.72090 3.06243
C: 0.20872 4.50418 1.22236
C: 6.27823 -3.45285 0.56124
C: 3.82598 0.23671 -4.20163
C: 0.86021 -1.33722 3.37272
C: 4.64530 -1.70908 0.18370
C: 0.95948 4.41740 2.40448
C: 1.52218 2.19189 1.82927
C: 2.48597 -2.45643 5.33255
C: 4.22179 -3.46028 1.78651
C: -4.58463 1.39213 -2.97826
C: -3.65123 0.87013 1.08966
C: -1.95944 2.22224 -3.27650
C: 3.15960 1.42013 -3.94768
C: 2.58819 -1.60520 1.56756
C: 0.33350 -1.58297 4.64230
H: -0.31155 5.46639 1.05955
H: 0.06188 -3.74693 -2.11617
H: -0.00550 4.66125 -1.45079
H: 2.33673 3.19213 3.54217
H: -1.44282 -4.87461 2.07833
H: 4.37672 -0.74647 -0.24239
H: 4.38231 0.24540 -5.14509
H: -4.87102 3.64705 0.13710
H: 3.43811 2.31283 -4.45668
H: 4.29370 -1.76374 -3.64166
H: 4.04594 -2.39124 3.88922
H: 0.95939 5.25912 3.10572
H: -5.90110 3.29628 1.58525
H: 3.17218 -2.82131 6.11049
H: -4.16763 3.50884 1.74879
H: -1.38900 3.54014 -1.10081
H: -5.15624 -2.71367 2.02636
H: -2.73908 3.94254 -4.29617
H: 3.56394 -3.92495 2.51818
H: -3.88704 -4.80743 2.53644
H: -5.15417 3.23864 -3.95055
H: 2.23086 3.27464 -1.60547
H: -0.69966 -1.29153 4.89774
H: 0.73712 -2.50290 6.58361
H: -3.65929 -0.24587 -1.97523
H: -0.37399 -2.92286 1.05055
H: 2.70109 -1.61166 -1.63224
H: -0.87952 -3.95893 -3.65824
H: -0.57996 3.74650 -3.73298
H: -1.66516 -3.19638 -2.24334
H: -6.14749 -1.24688 0.73028
H: 0.22570 -0.86023 2.66209
H: -6.81897 1.39507 0.37715
H: 1.83307 3.48045 -3.34506
H: -5.60716 1.00606 -2.79343
H: 5.87497 -4.77520 2.25040
H: 1.82883 1.18992 2.11465
H: 6.43212 -1.97840 -1.01675
H: 7.22154 -3.87839 0.32158
H: -0.03073 2.16218 -4.13473

=====

Record 2
Below is a molecular structure, C42H41BrCuO2P2, with properties calculated with the ωB97M-V functional and the def2-TZVPD basis.

The molar mass is 783.2 g/mol. As for the expectation value of S²: 0.76. Its spin multiplicity is 2. The calculation puts the largest force on an atom at 5.40 eV Å⁻¹. The calculation puts the highest occupied orbital energy (alpha / beta) at -6.45 / -7.97 eV. Its total energy is -6672.6374 hartree.

Atoms and positions in Å:
Br: 4.63136 2.10786 3.21508
Cu: 0.79158 1.79944 0.74549
P: -1.35764 1.06858 0.76323
P: 1.15484 0.12379 -0.73889
O: 2.59574 2.36300 1.16408
O: 2.24287 4.10588 -0.23002
C: 2.99527 3.52402 0.68023
C: -2.56436 3.19139 -0.61537
C: 3.83439 -3.29301 0.84689
C: 6.07972 5.93989 2.46379
C: 3.24422 1.92864 -3.74775
C: -3.18133 -5.39992 0.08250
C: -1.24387 -5.46344 -1.57189
C: -4.72353 4.12279 -0.05616
C: -1.54404 -0.24403 -0.50044
C: -0.44693 -0.67169 -1.13671
C: 4.87122 3.83007 2.39744
C: -2.34163 -4.02646 -3.41366
C: -3.76256 -4.07223 -0.32787
C: 5.84684 4.66082 2.96977
C: 2.87168 1.21559 -4.88729
C: 3.13794 -1.86353 -0.97616
C: 4.36942 5.59135 0.79696
C: 1.83503 0.50022 -2.39079
C: 2.72734 1.57346 -2.50167
C: -1.46193 0.66157 3.50176
C: -3.88105 2.21112 1.16206
C: -3.56486 4.13732 -0.83359
C: -1.81402 0.00129 4.67859
C: -2.71856 2.21366 0.37695
C: 0.41964 3.35321 2.13460
C: -3.10981 -1.59062 3.39852
C: 5.34432 6.40238 1.37640
C: -3.78288 -4.22124 -2.89313
C: -4.87742 3.15970 0.94321
C: 2.14895 -1.29397 -0.16237
C: 1.46656 -0.21603 -3.53930
C: -1.92995 0.19589 2.26604
C: -2.75802 -0.93471 2.22069
C: 4.11014 4.29580 1.29401
C: 2.85627 -2.72419 1.66466
C: 2.02160 -1.72633 1.16609
C: -4.01719 -3.58052 -1.54630
C: 1.98277 0.14223 -4.78238
C: -2.42496 -6.20689 -0.99582
C: 3.97458 -2.85805 -0.47183
C: -2.63673 -1.12468 4.62784
C: -1.22062 -4.56560 -2.56414
H: 0.78737 -1.06067 -3.45707
H: 5.52013 7.39782 0.98746
H: -0.65028 3.42259 2.37127
H: 4.73835 -3.29295 -1.11054
H: -2.26735 -4.46180 -4.42271
H: 1.27145 -1.27469 1.81017
H: -5.50241 4.86074 -0.22558
H: -4.46032 -3.75782 -3.62016
H: 3.27573 1.49083 -5.85757
H: 4.48636 -4.06981 1.23646
H: 3.80480 5.99320 -0.03552
H: -5.77442 3.14908 1.55597
H: -0.24548 -4.14445 -2.81238
H: -4.00630 -3.42483 0.51540
H: -4.03594 -5.28294 -2.88060
H: -0.48404 -1.48094 -1.86561
H: -0.82990 1.54699 3.52029
H: -4.42279 -2.56938 -1.58575
H: -3.75415 -2.46456 3.35922
H: 3.00999 2.11298 -1.60124
H: -3.43804 4.88730 -1.60942
H: -3.13536 -1.29159 1.26612
H: 0.97114 3.19586 3.06648
H: 3.25180 -1.52876 -2.00283
H: -4.00293 1.46607 1.94278
H: -0.29068 -5.67413 -1.08663
H: 3.94039 2.75880 -3.82713
H: 0.73235 4.31154 1.70015
H: -2.49517 -5.21518 0.92112
H: -2.16522 -2.95020 -3.54911
H: -1.65633 3.21525 -1.21264
H: 1.69523 -0.41556 -5.66939
H: -2.52408 -0.68427 -0.68401
H: -3.98419 -6.02921 0.49789
H: -1.45233 0.37070 5.63408
H: -2.05880 -7.12561 -0.52235
H: 6.42112 4.31843 3.82029
H: -3.11635 -6.52672 -1.77751
H: 2.74436 -3.05577 2.69339
H: -2.91528 -1.63654 5.54486
H: 6.82714 6.57638 2.91902

=====

Record 3
Below is 6 unconnected molecules or ions with the total composition C42H41Cl2N3O4, with properties calculated with the ωB97M-V functional and the def2-TZVPD basis.

The molar mass is 722.7 g/mol. As for the energy above the lowest of the compared OMol25 structures with the same formula, charge and spin: 1.400 eV. Its spin multiplicity is 1. The calculation puts the largest force on an atom at 1.93 eV Å⁻¹. The calculation puts the highest occupied orbital energy at -9.94 eV. Its total energy is -3010.6248 hartree.

Atoms and positions in Å:
Cl: -1.89762 0.51575 -1.78367
Cl: 1.75259 -1.79762 -1.24401
O: -5.04748 0.33392 1.37299
O: 0.62539 2.82545 -1.78394
O: -2.12978 -2.74770 4.56199
O: 0.51259 7.79936 -3.75567
N: 8.03620 -0.00724 0.64892
N: 1.22498 -6.39406 1.96491
N: -1.51087 -4.23371 -2.91230
C: -2.72728 -2.12217 3.71896
C: -2.91114 -0.08865 2.22318
C: -2.17740 -0.86408 3.11835
C: 4.63425 1.69433 0.38415
C: 2.68525 3.57486 -3.58070
C: -5.74651 -4.33083 3.15876
C: -4.33942 -0.45869 1.94161
C: 5.91215 0.03853 -0.89017
C: -1.12472 1.48085 2.12312
C: -2.64840 -3.76663 0.37356
C: 4.59776 0.26090 -0.12793
C: -0.41898 0.84466 3.14233
C: -4.60561 -3.85148 3.70423
C: 1.94148 -5.71255 1.38136
C: 2.77942 -4.78052 0.63973
C: -4.07375 -2.61882 3.26282
C: -0.31843 4.96503 -1.66130
C: -6.39499 -3.61984 2.14693
C: 1.62513 5.71642 -3.72636
C: 3.21502 -3.52296 1.41100
C: -4.75807 -1.86708 2.30882
C: -5.96303 -2.35783 1.76953
C: -1.42803 7.11643 -1.86037
C: 1.66941 4.41186 -3.17583
C: 0.69142 3.99179 -2.13635
C: 2.18417 -2.75348 2.18685
C: -2.14761 5.49921 -0.21649
C: 3.67619 5.32584 -4.84944
C: -1.20753 4.60143 -0.64440
C: -2.32605 6.70638 -0.87758
C: 3.74395 4.05518 -4.34710
C: 7.12035 0.05713 -0.03719
C: -0.38382 6.26292 -2.21396
C: -1.13232 -3.82644 0.68223
C: 2.66916 6.20718 -4.47275
C: 0.02105 -1.36135 -1.25884
C: -2.20602 -4.36096 -2.01056
C: -2.33559 1.04333 1.61738
C: 0.51545 6.66553 -3.34104
C: -0.41661 -0.35628 -2.32203
C: -0.95651 -0.36084 3.56411
C: -3.12426 -4.53084 -0.86782
H: -4.15390 -4.34235 -1.16951
H: 1.23093 -2.53700 1.69524
H: -0.79127 -0.98031 -3.13494
H: -0.92046 -4.68208 1.31901
H: -0.51696 -3.91055 -0.21177
H: -3.20091 7.32582 -0.73333
H: 3.83703 0.09945 -0.90282
H: 5.92857 0.75105 -1.70469
H: -7.27472 -4.07612 1.70970
H: -0.62129 -2.23647 -1.28295
H: 4.82473 2.35695 -0.45654
H: -3.10144 -5.61579 -0.71341
H: 3.91331 -3.89174 2.16504
H: 3.63991 -5.38566 0.33947
H: -0.73591 2.40689 1.71044
H: -2.85996 5.21620 0.54917
H: -4.19406 -4.54144 4.43096
H: 0.54277 1.18803 3.48936
H: -1.65073 8.05091 -2.35368
H: 2.70072 2.56114 -3.20015
H: -5.91130 -5.39789 3.26171
H: 2.63807 -1.82369 2.54063
H: 3.69430 1.97387 0.86346
H: -1.04234 3.58751 -0.29968
H: 4.54405 3.38107 -4.61201
H: 5.92936 -0.98110 -1.28695
H: -6.53738 -1.84546 1.01094
H: -0.46616 -0.88290 4.37946
H: 4.35518 -0.55460 0.55502
H: 3.61060 -2.87161 0.63394
H: -3.03875 -2.74770 0.28658
H: -3.21187 -4.05278 1.26406
H: -0.94665 -2.87284 1.17692
H: 4.50020 5.74392 -5.41641
H: 0.32699 0.28110 -2.78885
H: 1.79653 -3.13948 3.13627
H: 5.42199 1.83728 1.12474
H: 2.31428 -4.47286 -0.29855
H: -2.71343 1.54296 0.74020
H: 2.81088 7.19790 -4.87975
H: -0.04643 -0.96129 -0.24634

=====

Number 2 is which compound? C42H41BrCuO2P2